C3H10N2O | ωB97M-V with the def2-TZVPD basis set

XYZ file:
```
16
Properties=species:S:1:pos:R:3:forces:R:3
N 1.01247 0.19892 -0.95413 1.616 1.820 0.659
C -0.24705 -0.03803 -0.37649 -3.039 -2.293 -1.596
C -0.74282 1.05969 0.49690 -0.019 2.360 3.648
O -0.65313 2.44499 0.12758 0.272 0.010 -2.471
C -0.26543 -1.39816 0.47722 0.463 1.426 2.079
N 0.84172 -2.30918 0.33284 -0.215 -0.227 -0.266
H 1.33116 -0.15552 -1.83330 -0.578 -0.349 -0.210
H 1.34146 1.16007 -0.81797 -0.218 -0.646 -0.163
H -1.12326 -0.18448 -1.12264 1.417 0.273 0.336
H -0.16358 1.19792 1.47037 -0.338 -1.192 -0.974
H -1.79327 0.98269 0.85960 0.542 -0.995 -0.570
H -0.81481 2.54323 -0.83880 -0.004 -0.063 0.940
H -1.20182 -1.97383 0.50886 0.163 0.409 -0.618
H -0.19228 -0.98489 1.51907 -0.056 -0.502 -0.482
H 1.73820 -1.83595 0.21677 -0.502 -0.246 -0.241
H 0.64573 -3.00420 -0.37749 0.496 0.213 -0.072
```
Positions in Å, forces in eV/Å.

Properties
lowest unoccupied orbital energy: 0.876 eV
charge: 0
2S+1: 1
frontier orbital gap: 0.35106 Ha
E_tot: -8299.618 eV
energy relative to the best compared isomer or geometry (same formula, charge and spin): 43.5 kcal/mol